This record from OMol25 describes 2 unconnected molecules or ions with the total composition C2H6OS2 in a non-equilibrium geometry. The level of theory is ωB97M-V/def2-TZVPD.

```
11
Properties=species:S:1:pos:R:3:forces:R:3:nbo_charge:R:1
S -1.6398 0.3975 2.7445 2.1669 -0.1045 1.5045 -0.602
S -3.6230 0.7109 2.0987 -2.6005 -1.2991 -0.7560 -0.540
O -0.2030 -0.7717 -0.4713 0.6998 -0.1859 0.3800 -0.509
C 1.7613 -0.1881 -1.7031 0.6208 0.5112 -0.6561 -0.733
C 0.9991 -0.7612 -0.5279 1.2454 -0.5289 -0.4549 0.417
H 1.0692 0.4908 -2.2321 0.6018 -0.0326 0.1382 0.231
H -1.2272 0.0098 1.5647 0.3430 -0.1565 -0.7030 0.117
H 1.7633 -1.2209 0.1936 -1.4602 0.2029 0.0442 0.092
H -3.7095 1.9963 2.1438 0.1232 1.5776 0.0046 0.084
H 2.0821 -0.9704 -2.4483 -0.4217 0.3944 0.8797 0.225
H 2.7274 0.3069 -1.3626 -1.3185 -0.3787 -0.3813 0.218
```
Positions in Å, forces in eV/Å.

* frontier orbital gap (spin up / spin down): 2.75 / 7.36 eV
* energy above the lowest of the compared OMol25 structures with the same formula, charge and spin: 12.26 kcal/mol
* total charge: -1
* calculated total energy: -951.36119 Eh
* 2S+1: 2
* highest occupied orbital energy (spin up / spin down): 0.46 / -4.17 eV

***

This record from OMol25 describes 3 unconnected molecules or ions with the total composition C2H6OS2 in a non-equilibrium geometry. The level of theory is ωB97M-V/def2-TZVPD.

```
11
Properties=species:S:1:pos:R:3:forces:R:3:nbo_charge:R:1
S -0.5342 -1.8736 -0.0575 -0.0384 1.4038 0.1444 -0.087
S -2.0677 0.6500 0.1413 -0.1361 1.9851 -0.8384 0.143
O 0.2807 0.3737 1.9824 5.5517 -1.1580 -1.9574 -0.924
C 0.5248 0.5377 -0.9282 -1.5701 -0.6790 -2.1939 -0.721
C -0.6266 -0.1962 -0.1510 1.7639 -2.5213 -1.9383 -0.250
H 0.8118 1.4508 -0.4523 0.2360 0.6985 0.3859 0.220
H 0.5270 -0.5213 2.4439 -0.4546 2.3497 -1.4269 0.486
H -2.4741 -0.0996 1.1099 -0.5405 -1.0254 0.8913 0.142
H 1.4068 -0.1446 -1.1326 -1.2570 0.7432 0.3790 0.254
H 1.2901 0.5239 1.1231 -4.4897 -0.9265 4.3776 0.480
H 0.0836 0.8914 -1.9835 0.9348 -0.8701 2.1767 0.255
```
Positions in Å, forces in eV/Å.

* frontier orbital gap: 8.19 eV
* energy above the lowest of the compared OMol25 structures with the same formula, charge and spin: 61.14 kcal/mol
* calculated total energy: -951.29463 Eh
* highest occupied orbital energy: -8.41 eV

***

This record from OMol25 describes 2 unconnected molecules or ions with the total composition C2H6OS2 in a non-equilibrium geometry. The level of theory is ωB97M-V/def2-TZVPD.

```
11
Properties=species:S:1:pos:R:3:forces:R:3:nbo_charge:R:1
S 0.3743 -1.7054 -0.8637 -0.5023 0.2139 -0.4261 0.078
S 1.6358 -2.4765 0.5396 0.6375 -0.1517 -0.2118 -0.127
O -2.4483 1.4506 -0.1146 -0.1820 0.0268 -0.4888 -0.490
C 0.9799 -0.0156 -1.1990 0.7786 -0.6423 0.6980 -0.737
C -1.9798 1.1938 0.9527 0.0151 0.3046 0.2399 0.278
H 0.6753 0.3099 -2.1874 -0.3777 0.0489 0.0967 0.241
H 2.0705 0.0193 -1.1475 -0.0620 -0.1843 -0.1077 0.228
H 1.5895 -1.5280 1.4746 -0.3116 0.1878 0.2910 0.111
H -1.1164 0.5183 1.0439 0.0479 -0.1704 0.1957 0.103
H -2.3833 1.6651 1.8696 0.1119 -0.2029 0.0602 0.108
H 0.6025 0.5686 -0.3683 -0.1554 0.5695 -0.3472 0.207
```
Positions in Å, forces in eV/Å.

* frontier orbital gap: 9.19 eV
* energy above the lowest of the compared OMol25 structures with the same formula, charge and spin: 13.73 kcal/mol
* calculated total energy: -951.37018 Eh
* SMILES: C=O.CSS
* highest occupied orbital energy: -8.69 eV

***

This record from OMol25 describes C2H6OS2 in the gas phase in a non-equilibrium geometry. The level of theory is ωB97M-V/def2-TZVPD.

```
11
Properties=species:S:1:pos:R:3:forces:R:3:nbo_charge:R:1
S 0.9412 0.2293 -0.5271 0.6737 -0.2813 -1.4035 0.155
S -1.6225 -1.1685 -1.3179 -1.1922 -0.7788 1.3639 -0.046
O -1.4538 1.3843 -0.3878 1.0225 1.3220 -2.0528 -0.696
C -0.8697 0.1425 -0.2988 0.5799 -1.1247 2.5246 -0.185
C 1.4616 -0.2083 1.1397 2.5973 -2.4099 -0.6411 -0.747
H -1.2015 -1.0549 -2.5542 0.8114 0.7119 -0.5795 0.125
H 2.6397 -0.4660 1.3378 -2.9708 1.0571 -0.9879 0.250
H 1.1401 0.6683 1.5870 -0.3385 1.0141 2.2413 0.221
H 0.9294 -1.1518 1.3292 0.1026 0.5814 0.6181 0.227
H -0.9445 1.8193 -1.1489 -1.3469 -0.3945 1.5558 0.474
H -1.0200 -0.1942 0.8411 0.0610 0.3026 -2.6388 0.222
```
Positions in Å, forces in eV/Å.

* frontier orbital gap: 9.30 eV
* energy above the lowest of the compared OMol25 structures with the same formula, charge and spin: 23.80 kcal/mol
* calculated total energy: -951.35413 Eh
* SMILES: CS[C@@H](O)S
* highest occupied orbital energy: -8.65 eV

***

This record from OMol25 describes C2H6OSSi in the gas phase in a non-equilibrium geometry. The level of theory is ωB97M-V/def2-TZVPD.

```
11
Properties=species:S:1:pos:R:3:forces:R:3:nbo_charge:R:1
S -0.6394 -0.2721 1.4559 0.0521 1.9309 -0.3910 0.706
Si 1.9435 -0.2598 -0.1413 0.6696 -1.3225 0.0806 1.245
O 1.1587 -0.4168 1.2518 -2.0797 -0.2745 1.3625 -1.124
C -2.2122 0.1163 -0.9280 0.9885 1.3313 -1.0674 -0.475
C -1.8913 0.2354 0.3626 1.4739 -0.8645 0.9654 -0.336
H -1.4206 0.2204 -1.8341 -1.9638 -0.7176 2.2542 0.224
H -3.3065 0.2217 -1.1788 1.3449 -0.1200 0.1159 0.232
H 2.3568 1.0710 -0.1760 0.5124 1.8749 -0.6684 -0.231
H 1.1972 -0.7028 -1.3272 -0.1072 0.0137 -0.1693 -0.214
H 3.1164 -1.0809 0.1591 0.3944 -0.2602 -0.5294 -0.203
H -0.3026 0.8675 2.3561 -1.2850 -1.5915 -1.9532 0.175
```
Positions in Å, forces in eV/Å.

* frontier orbital gap: 8.91 eV
* energy above the lowest of the compared OMol25 structures with the same formula, charge and spin: 105.56 kcal/mol
* calculated total energy: -842.56216 Eh
* highest occupied orbital energy: -8.85 eV

***

This record from OMol25 describes C2H6OSi in the gas phase in a non-equilibrium geometry. The level of theory is ωB97M-V/def2-TZVPD.

```
10
Properties=species:S:1:pos:R:3:forces:R:3:nbo_charge:R:1
Si -1.2704 0.6381 -0.0305 0.1036 -1.2716 0.6182 0.793
O 2.3060 0.5338 -0.0692 -0.6073 -0.1205 -0.4095 -0.525
C 1.4343 -0.2199 -0.4363 -0.1605 0.0508 1.5015 0.448
C 0.1836 -0.6063 0.2776 0.2815 2.9900 -0.4234 -0.922
H 1.4685 -0.8643 -1.2617 1.1117 -0.6229 -2.3956 0.092
H -1.3326 0.8670 -1.5837 -0.2935 0.0505 1.5527 -0.126
H 0.1307 -1.6416 0.2620 -0.9197 -1.9941 -0.7086 0.246
H -2.4344 -0.1459 0.6900 0.6894 1.0039 -1.0708 -0.132
H 0.4354 -0.3918 1.2603 0.1236 0.5878 2.4349 0.246
H -0.9211 1.8311 0.8915 -0.3288 -0.6740 -1.0995 -0.122
```
Positions in Å, forces in eV/Å.

* frontier orbital gap: 10.49 eV
* energy above the lowest of the compared OMol25 structures with the same formula, charge and spin: 52.50 kcal/mol
* calculated total energy: -444.46740 Eh
* SMILES: O=CC[SiH3]
* highest occupied orbital energy: -9.75 eV